Run 1
15
Properties=species:S:1:pos:R:3 method="wB97M-V/def2-TZVPD" homo_ev=-7.955
C 0.44204 0.62402 0.01109
C -1.65602 -0.38830 0.36498
C -2.53103 -1.32795 -0.18463
C 1.80060 0.32113 -0.17908
C 2.57268 -0.87183 -0.09691
H -1.20148 2.21343 -0.12780
H 0.80517 2.47038 -0.18760
H -2.24066 0.12342 1.36850
H -2.32177 -1.92118 -1.17957
H -3.47334 -1.36423 0.25147
H 2.35679 1.16172 0.04925
H 1.91099 -1.65983 -0.30487
N 0.01920 1.94387 -0.07478
O -0.23279 -0.41618 0.07097
O 3.74961 -0.90848 0.21900


Run 2
15
Properties=species:S:1:pos:R:3 method="wB97M-V/def2-TZVPD" homo_ev=-7.461 smiles=COc1[nH]ccc1O
C -0.42263 -1.64132 -1.01353
C -1.56814 -0.98121 -1.29607
C 0.46800 -0.72528 -0.25877
C -0.19034 0.52103 -0.28114
C 0.92462 1.71423 1.34754
N -1.42511 0.29452 -0.80395
O 1.71382 -1.07549 0.33884
O -0.05282 1.71455 0.30387
H -0.14895 -2.67932 -1.03016
H -2.38159 -1.28309 -1.85772
H 0.61465 2.40931 2.02701
H 1.90820 1.92007 1.27328
H 0.85292 0.67710 1.77989
H -2.01669 1.18015 -0.77552
H 1.72406 -2.04526 0.24643


Which of the structures shown above is the most stable? The most stable is run 2.